Entry 1:
Computed, not measured: a cluster of 3 separate species, C31H28BF7O2S in total at a distorted geometry, with wB97M-V/def2-TZVPD.

Properties
Spin multiplicity = 1
Net charge = 0
E_HOMO = -6.343 eV

Structure (XYZ):
```
70
Properties=species:S:1:pos:R:3:forces:R:3:mulliken_charge:R:1
F -3.979042 2.513663 0.026286 0.5 -0.9 -0.5 -0.38
C -3.299846 1.387841 -0.395867 0.1 0.1 0.3 0.35
C -3.969652 0.451020 -1.189224 0.4 0.1 0.1 -1.21
C -3.209870 -0.651637 -1.589476 -0.1 -0.1 -0.1 0.19
F -3.847835 -1.646900 -2.299371 0.6 0.9 0.4 -0.38
C -1.875309 -0.831053 -1.251478 0.1 -0.1 0.6 -0.61
C -1.250184 0.050058 -0.309225 -1.1 0.2 -0.9 1.24
C 0.002674 -0.318308 0.344324 1.6 4.8 -0.7 -0.33
C 1.018664 -1.054891 -0.390196 1.7 -1.6 -0.5 0.86
C 1.949610 -1.980669 0.207480 -1.0 0.8 -0.4 -0.85
C 2.536333 -2.960122 -0.590939 0.4 0.0 0.1 0.27
F 3.208546 -3.974666 0.053044 -0.4 0.9 -0.6 -0.39
C 2.476262 -2.975943 -1.981105 0.0 -0.1 0.2 -1.14
C 1.751702 -1.929811 -2.557419 -0.2 0.5 -0.4 0.11
F 1.735400 -1.819089 -3.931496 0.1 -0.1 1.3 -0.36
C 1.063543 -0.972455 -1.813723 0.2 -1.0 -0.4 -0.90
C -1.992501 1.224724 0.045138 0.3 -0.8 0.2 -0.38
H -5.003884 0.580952 -1.488703 0.2 0.0 0.1 0.51
H -1.339206 -1.726663 -1.588900 -0.5 0.3 0.2 0.40
H 0.326727 0.364508 1.242797 -0.6 -1.5 -1.8 -0.31
H 2.135557 -1.931837 1.284969 -0.2 -0.4 -0.7 0.88
H 3.003812 -3.722401 -2.576646 -0.2 0.3 0.2 0.50
H 0.479960 -0.174457 -2.323386 0.2 -0.7 0.1 0.83
H -1.522495 1.950389 0.716583 -0.4 -0.2 -0.3 0.44
C 1.110762 1.083734 4.351387 0.2 0.0 0.0 -1.33
C 0.192671 0.189811 3.590574 -1.2 -0.4 0.1 0.67
C -1.127993 0.455371 3.289139 0.2 0.5 -0.4 -0.64
C -1.746976 -0.526610 2.470063 0.6 -0.6 0.7 0.11
C -0.882765 -1.554588 2.105559 -0.6 0.0 2.0 0.02
B 1.171236 1.531440 -1.256511 -1.8 1.0 3.7 0.80
C -1.271459 -2.791615 1.416326 -0.2 -0.7 -0.2 1.17
C -2.595114 -2.954596 0.947507 0.4 0.3 0.2 -0.82
C -2.924204 -4.038794 0.145348 -0.2 0.2 -0.3 -0.72
C -1.923594 -4.905544 -0.280651 0.3 -0.5 0.5 0.26
C -2.157103 -5.860842 -1.419874 -0.2 -0.6 -0.5 0.76
F -1.014600 -6.043160 -2.159639 -1.0 0.1 0.7 -0.26
F -2.569057 -7.115194 -1.018430 0.4 1.1 -0.4 -0.27
F -3.106888 -5.380113 -2.273714 0.7 -0.5 0.6 -0.25
C -0.680786 -4.901915 0.361600 -0.1 0.2 -0.2 -0.93
C -0.356310 -3.844181 1.199183 0.0 0.5 0.1 -0.44
O 0.289645 2.564815 -1.434441 0.8 -1.0 -0.7 -0.38
C 1.095920 3.781846 -1.245032 0.2 -0.4 -0.4 1.37
C 1.549559 4.226670 -2.622054 0.1 0.3 -0.3 -2.02
C 0.211131 4.853413 -0.683296 -0.3 0.5 0.4 -1.81
C 2.269123 3.288618 -0.312595 -0.5 0.0 0.1 1.81
C 3.613521 3.876160 -0.641326 0.5 0.4 -0.3 -1.79
C 1.977327 3.493167 1.170142 -0.1 -0.1 0.4 -1.83
O 2.287370 1.830976 -0.566308 0.5 -0.1 -0.9 -0.47
S 0.591240 -1.424613 3.090352 -0.5 0.4 -0.3 -0.26
H 0.537261 1.851123 4.877168 0.0 -0.1 -0.1 0.39
H 1.682074 0.530379 5.093551 0.1 0.0 0.1 0.40
H 1.817186 1.589145 3.684838 0.0 -0.1 0.1 0.17
H -1.608482 1.408989 3.570518 0.3 -0.7 -0.1 0.37
H -2.782547 -0.507473 2.176593 0.0 0.2 -0.1 0.37
H -3.337346 -2.167193 1.147294 0.3 -0.7 0.0 0.18
H -3.956883 -4.205458 -0.169460 0.4 0.3 -0.2 0.43
H 0.030969 -5.713424 0.197151 -0.1 0.4 -0.2 0.46
H 0.655686 -3.775352 1.615485 -0.5 -0.2 -0.1 0.54
H 2.111989 5.163284 -2.531987 0.0 -0.2 -0.1 0.40
H 2.167607 3.491264 -3.150410 -0.1 0.1 0.2 0.30
H 0.663856 4.428661 -3.235159 0.2 -0.1 0.1 0.52
H 0.827817 5.750331 -0.499327 -0.3 -0.2 0.0 0.37
H -0.555604 5.116219 -1.428277 0.2 -0.1 0.3 0.49
H -0.283438 4.559494 0.252566 0.2 0.1 -0.3 0.27
H 3.606993 4.949221 -0.374991 0.1 -0.4 -0.1 0.34
H 4.403097 3.389606 -0.057614 -0.2 0.1 -0.1 0.46
H 3.861353 3.788920 -1.709523 0.0 0.0 0.4 0.37
H 1.981139 4.569534 1.414678 -0.1 -0.4 -0.2 0.39
H 1.006129 3.069911 1.484126 0.4 0.1 -0.2 0.16
H 2.769552 3.026296 1.775983 -0.2 0.1 -0.3 0.53
```
Forces are in eV/Å.

=====

Entry 2:
Computed, not measured: a structure of composition C31H28Cl2NO3P2PdS, with wB97M-V/def2-TZVPD.

Properties
Spin multiplicity = 2
⟨S²⟩ = 0.762
Net charge = -2
E_HOMO (spin up / spin down) = 0.608 / -0.971 eV

Structure (XYZ):
```
69
Properties=species:S:1:pos:R:3:forces:R:3:mulliken_charge:R:1
Pd 0.684591 2.071558 -1.922068 0.0 0.1 -0.2 -0.19
O -0.301857 0.201615 -2.677961 0.1 0.0 0.2 -0.66
P -0.184654 -0.839801 -1.597068 -0.1 0.0 0.0 1.11
C -0.669552 -0.205218 0.027546 0.2 -0.1 -0.1 -1.10
P 0.153283 -0.839704 1.555664 0.0 0.0 0.0 1.87
O 1.627105 -1.011956 1.424625 0.0 0.0 0.0 -0.89
C -0.232236 0.542551 2.689780 0.0 0.1 0.0 0.23
C 0.132588 1.841750 2.328835 0.0 0.0 0.0 -0.69
C -0.088750 2.898002 3.198528 0.0 0.0 0.0 -0.26
C -0.672874 2.665406 4.438806 0.0 0.0 0.0 -0.56
C -1.030020 1.376646 4.808054 0.0 0.0 0.0 -0.54
C -0.809825 0.317522 3.935075 0.0 0.0 0.0 -0.47
C -0.748808 -2.243959 2.047550 0.0 0.0 0.2 -0.27
C -0.100312 -3.514262 2.156681 0.0 0.0 0.0 -0.69
C -0.811783 -4.664094 2.361919 0.0 0.0 0.0 -0.46
C -2.236507 -4.638301 2.498313 0.0 0.0 0.0 -0.72
C -2.876576 -3.386995 2.465146 0.0 0.1 0.0 -0.77
C -2.182617 -2.217667 2.258754 -0.1 0.0 0.0 0.11
C 1.461003 -1.589018 -1.554423 0.0 0.0 0.1 0.63
C 1.662804 -2.883364 -1.085148 0.1 0.0 0.0 0.13
C 2.940924 -3.419636 -1.059951 -0.1 0.0 0.0 -0.75
C 4.017186 -2.665627 -1.506017 0.0 0.0 0.0 -0.40
C 3.815152 -1.375575 -1.976969 0.0 0.0 0.0 -0.72
C 2.538845 -0.833435 -2.000969 0.0 0.0 0.0 -0.44
C -1.283129 -2.233632 -1.987429 0.0 0.0 -0.1 -0.03
C -1.769991 -3.113971 -1.026956 0.0 -0.1 0.0 0.48
C -2.573710 -4.182675 -1.405476 0.0 0.0 0.0 -0.88
C -2.897273 -4.370817 -2.740758 0.0 0.0 0.0 -0.47
C -2.419397 -3.488229 -3.703474 0.0 0.0 0.0 -0.53
C -1.614745 -2.423677 -3.328687 0.0 0.0 0.0 -0.78
H -1.745500 -0.353515 0.158083 0.0 0.0 -0.1 0.54
H -0.484051 0.872346 -0.099717 0.0 0.0 0.0 0.56
H 0.591778 2.028079 1.360270 0.0 0.0 0.0 0.33
H 0.188435 3.900991 2.902619 0.0 0.1 0.0 0.33
H -0.852857 3.494130 5.114592 0.0 0.0 0.0 0.36
H -1.487748 1.193370 5.773884 0.0 0.0 0.0 0.37
H -1.088795 -0.691556 4.211366 0.0 0.0 0.0 0.31
H 0.977951 -3.546871 2.037280 0.0 0.0 0.0 0.43
H -0.282013 -5.610058 2.421425 0.0 0.0 0.0 0.35
H -2.799966 -5.548849 2.660009 0.0 0.0 0.0 0.36
H -3.953540 -3.334854 2.602404 0.0 0.0 0.0 0.30
H -2.722005 -1.273695 2.235304 0.0 -0.1 0.0 0.35
H 0.832138 -3.471225 -0.715485 0.0 0.0 0.0 0.27
H 3.093316 -4.421289 -0.676354 0.0 0.0 0.0 0.38
H 5.018295 -3.081464 -1.478749 0.0 0.0 0.0 0.35
H 4.655534 -0.781906 -2.316888 0.0 0.0 0.0 0.38
H 2.364341 0.183693 -2.340115 0.0 0.1 0.0 0.25
H -1.525139 -2.979833 0.019712 0.0 0.0 0.0 -0.10
H -2.940127 -4.860714 -0.644338 0.0 0.0 0.0 0.50
H -3.527310 -5.202733 -3.034627 0.0 0.0 0.0 0.36
H -2.677641 -3.628736 -4.746607 0.0 0.0 0.0 0.38
H -1.247514 -1.719258 -4.065500 0.0 0.0 0.0 0.39
O 1.659044 3.993673 -1.740266 -0.2 -0.1 0.0 -0.89
N 1.455263 4.731545 -0.666017 0.1 0.1 0.1 0.68
C 2.457416 4.755274 0.243662 0.0 0.0 0.0 -0.21
C 2.425415 5.538174 1.365398 0.0 -0.1 0.0 -0.72
C 1.288975 6.330426 1.576863 -0.1 0.0 0.0 -0.20
C 0.271697 6.292474 0.662023 0.0 0.0 0.1 -0.67
C 0.314268 5.503862 -0.518812 0.1 -0.1 -0.1 0.06
S -0.902708 5.506071 -1.680056 -0.1 0.0 -0.1 -0.42
H 3.268839 4.090658 -0.012709 0.0 0.0 0.0 0.40
H 3.252470 5.510317 2.060570 0.0 0.0 0.0 0.36
H 1.207990 6.958593 2.456672 0.0 0.0 0.0 0.34
H -0.620784 6.887753 0.792598 0.0 0.0 0.0 0.34
Cl -1.334137 4.096984 -5.692011 0.0 0.0 0.0 -0.24
C -0.006109 3.356746 -4.752783 0.0 0.0 0.0 0.64
Cl 1.421324 3.091331 -5.786734 0.0 0.0 0.0 -0.22
H -0.335832 2.395824 -4.373060 0.0 0.0 0.0 -0.12
H 0.260421 4.020805 -3.935828 0.0 0.1 0.0 -0.14
```
Forces are in eV/Å.

=====

Entry 3:
Computed, not measured: a structure of composition C31H28CsN9O2S2 at a distorted geometry, with wB97M-V/def2-TZVPD.

Properties
Spin multiplicity = 1
Net charge = -2
E_HOMO = -1.684 eV

Structure (XYZ):
```
73
Properties=species:S:1:pos:R:3:forces:R:3:mulliken_charge:R:1
Cs 0.812984 0.037809 0.285421 -0.1 -0.8 -2.3 1.09
C 5.860229 -3.147043 1.242857 0.1 0.0 0.0 -0.99
C 6.160317 -3.402270 -0.232916 -0.2 0.2 -0.1 -0.38
N 5.639197 -2.390696 -1.137742 -0.1 -0.1 0.1 -0.20
C 4.280808 -2.198469 -1.359920 0.1 -0.1 -0.1 -0.01
S 3.833641 -0.769989 -2.200116 0.5 -0.1 0.8 -0.44
N 3.556621 -3.233608 -0.950177 0.1 0.1 0.2 -0.85
N 2.217726 -3.061059 -0.940470 0.1 -0.1 0.0 0.29
C 1.503702 -4.126039 -0.824339 -0.3 0.0 0.1 0.73
C 2.069645 -5.520395 -0.772120 0.0 0.0 0.1 -1.40
C 0.025461 -3.953768 -0.760717 0.0 0.1 0.0 0.51
C -0.826009 -5.046613 -0.578380 -0.1 -0.1 0.0 -0.73
C -2.201278 -4.847703 -0.576444 0.2 -0.1 0.0 -0.38
C -2.708602 -3.573879 -0.761066 0.1 -0.1 0.0 -0.71
C -1.791888 -2.542011 -0.921270 0.2 0.2 -0.1 -0.47
N -0.476365 -2.722097 -0.914520 -0.1 0.0 0.1 0.10
H 6.247229 -3.964389 1.864660 0.0 0.1 -0.1 0.34
H 4.781962 -3.080838 1.383033 0.0 0.0 0.0 0.23
H 6.314777 -2.209798 1.578160 0.0 -0.1 0.0 0.26
H 5.729814 -4.359976 -0.520865 0.0 -0.1 0.0 0.19
H 7.238833 -3.456815 -0.392019 0.1 0.0 0.0 0.39
H 6.163503 -1.544264 -1.253645 0.1 0.1 -0.1 0.26
H 3.147896 -5.455525 -0.876396 0.0 0.0 0.0 0.27
H 1.665619 -6.143094 -1.577990 0.0 0.0 0.1 0.32
H 1.836901 -6.009933 0.181663 0.0 0.0 -0.1 0.32
H -0.417376 -6.038489 -0.436008 0.0 0.0 0.0 0.31
H -2.868795 -5.688046 -0.431622 0.0 -0.1 0.0 0.38
H -3.773523 -3.380132 -0.778778 0.0 0.0 0.0 0.41
H -2.123668 -1.514279 -1.074637 0.1 -0.1 0.0 0.36
N -3.462669 3.025437 1.601167 0.0 -0.2 -0.4 -0.05
C -2.152173 2.494654 1.338622 0.0 0.4 0.2 -1.14
N -1.819515 2.211229 0.026366 -0.2 0.1 0.4 -0.15
C -2.440891 2.873948 -0.944891 -0.1 0.1 0.4 -0.02
N -2.168728 2.715149 -2.224214 -0.3 0.3 -0.2 -0.88
N -1.400731 1.627048 -2.451577 0.2 -0.4 0.1 0.15
C -0.572959 1.694490 -3.412424 0.2 -0.3 -0.2 -0.74
C 0.288907 0.546927 -3.776437 0.0 0.1 0.0 0.82
C 1.169443 0.675045 -4.851759 0.0 0.1 0.0 -0.82
C 2.028517 -0.368921 -5.158865 -0.1 -0.2 -0.1 -0.17
C 1.991493 -1.515582 -4.387575 -0.2 0.1 -0.4 -0.78
C 1.074979 -1.564004 -3.345287 -0.6 0.0 -0.1 0.09
N 0.232918 -0.577735 -3.048008 0.1 -0.1 -0.1 -0.05
C -3.489584 3.891468 -0.618331 0.2 0.0 0.0 0.93
C -4.008346 4.777557 -1.555479 0.0 0.0 0.0 -0.22
C -4.987373 5.701744 -1.209117 0.0 0.0 0.0 -0.73
C -5.459387 5.737961 0.101103 0.1 -0.1 0.0 -0.36
C -4.958592 4.862524 1.050656 0.0 0.0 0.0 -0.74
C -3.968793 3.936055 0.699781 0.0 0.0 0.0 -0.01
H -3.660497 3.198098 2.570921 0.0 0.1 0.1 0.24
H -1.956075 1.679804 2.025521 -0.1 -0.1 -0.1 0.95
H -0.445692 2.620936 -3.978174 0.0 0.0 -0.1 0.26
H 1.181150 1.597662 -5.423558 0.0 0.0 0.0 0.30
H 2.732645 -0.277498 -5.977039 0.0 0.0 0.0 0.37
H 2.679247 -2.335991 -4.554810 -0.1 0.1 0.0 0.35
H 1.026998 -2.435855 -2.698571 0.0 0.3 -0.2 0.31
H -3.618804 4.716241 -2.564035 0.0 0.0 0.0 0.44
H -5.376975 6.391636 -1.950608 0.0 0.0 0.0 0.35
H -6.218083 6.458499 0.386457 0.0 0.0 0.0 0.36
H -5.323509 4.888759 2.073906 0.0 0.0 -0.1 0.32
O 1.040857 1.183659 2.496183 0.0 0.6 1.7 -0.95
C -0.046068 0.859713 3.033506 0.1 -0.1 0.4 0.31
O -0.701553 -0.192414 2.835528 0.1 0.4 0.3 -0.75
C -0.541886 1.859960 4.082043 0.0 0.2 0.0 0.20
C -0.615174 1.420340 5.402942 -0.1 0.0 -0.1 -0.43
C -0.826664 2.302505 6.453588 0.0 0.1 0.0 -0.57
C -0.978619 3.657952 6.183387 0.0 0.0 -0.2 -0.42
C -0.970225 4.105356 4.866091 0.0 -0.2 0.0 -0.47
C -0.767597 3.222191 3.794576 -0.1 0.0 0.1 0.46
S -0.832081 3.852584 2.141095 0.0 -0.2 -0.1 -0.35
H -0.482700 0.360727 5.594864 0.0 0.0 0.0 0.40
H -0.854330 1.940277 7.476176 0.0 0.0 0.0 0.34
H -1.121591 4.367085 6.992296 0.0 0.0 0.0 0.34
H -1.118672 5.156207 4.640342 0.0 -0.1 0.0 0.37
```
Forces are in eV/Å.